Entry 1:
The ion C2H3N4 with charge +1 in a non-equilibrium geometry, computed with ωB97M-V/def2-TZVPD.

energy above the lowest of the compared OMol25 structures with the same formula, charge and spin = 240.02 kJ/mol
charge = +1
structure (SMILES) = N1=NC1[C@@H]1N=[NH+]1
energy = -8069.09963 eV
HOMO = -15.34 eV
2S+1 = 1

```
9
Properties=species:S:1:pos:R:3:forces:R:3:nbo_charge:R:1
N 1.69472 -0.10985 0.72798 -0.1 0.5 -1.1 0.002
N -1.10909 0.84177 0.60003 0.5 -1.6 -2.5 -0.119
N 1.98874 0.18746 -0.41028 -0.6 -0.4 0.9 0.051
N -1.04922 1.37384 -0.48990 0.7 1.0 0.2 0.235
C 0.75535 -0.67019 -0.30653 0.9 -1.0 0.6 -0.195
C -0.62859 -0.07052 -0.36615 2.2 -1.0 -0.4 0.047
H -1.28364 -0.70016 -0.87203 -1.6 -1.0 -0.3 0.242
H -1.30695 0.95982 1.53850 -1.0 1.2 2.8 0.465
H 0.93869 -1.81217 -0.42161 -1.0 2.3 -0.3 0.271
```
Forces are in eV/Å.

---

Entry 2:
A cluster of 2 separate species, C2H3N4O in total in a non-equilibrium geometry, computed with ωB97M-V/def2-TZVPD.

energy above the lowest of the compared OMol25 structures with the same formula, charge and spin = 514.31 kJ/mol
charge = -1
energy = -10125.27141 eV
HOMO (spin up / spin down) = -3.80 / -4.09 eV
2S+1 = 1

```
10
Properties=species:S:1:pos:R:3:forces:R:3:nbo_charge:R:1
O 2.82177 0.38774 0.25074 -1.5 -1.4 -0.4 -0.694
N -0.88891 -1.25939 0.15474 0.3 -0.9 0.1 -0.129
N 0.19828 -0.52090 -0.07168 -1.7 0.9 0.6 -0.018
N -1.92202 -0.47640 0.17093 -0.6 0.0 0.2 -0.299
N 1.38468 -1.07016 -0.32020 3.4 0.7 -0.5 -0.371
C -0.13971 0.77605 -0.19464 -0.1 0.0 0.0 -0.104
C -1.51018 0.78340 -0.03031 0.5 0.2 -0.1 -0.161
H 1.63823 -1.74475 0.39944 -0.4 0.2 0.2 0.333
H -2.19842 1.60460 -0.03075 -0.1 0.2 0.0 0.189
H 0.61628 1.51981 -0.32828 0.2 0.1 -0.1 0.254
```
Forces are in eV/Å.

---

Entry 3:
The ion C2H3N4O3P with charge -2 in a non-equilibrium geometry, computed with ωB97M-V/def2-TZVPD.

energy above the lowest of the compared OMol25 structures with the same formula, charge and spin = 0.00 kJ/mol
charge = -2
structure (SMILES) = [NH-]c1n[nH]nc1[P@@](=O)([O-])O
energy = -23514.68125 eV
HOMO = 0.56 eV
2S+1 = 1

```
13
Properties=species:S:1:pos:R:3:forces:R:3:nbo_charge:R:1
P -0.43991 0.26786 -1.90404 -1.9 2.8 -0.4 2.331
O 0.65998 -0.07957 -2.84177 0.3 -0.3 0.0 -1.178
O -0.17472 1.86856 -1.38173 -0.5 -0.8 -1.4 -1.069
O -1.88871 0.12093 -2.38631 1.6 0.0 0.7 -1.190
N 0.40581 -0.79093 1.96955 0.1 1.4 -0.4 -0.508
N -0.32603 -1.63456 -0.05120 -0.2 -0.3 0.7 -0.271
N 0.66041 1.47339 1.25578 -0.2 1.7 2.1 -0.942
N -0.08586 -1.85923 1.29956 1.0 -4.8 -1.0 -0.290
C -0.23378 -0.36720 -0.24827 1.1 -0.6 2.3 -0.325
C 0.28831 0.23949 1.11095 0.0 -1.8 -1.8 0.328
H -0.25813 1.96702 -0.42126 0.4 -0.1 0.3 0.507
H 0.57139 -2.78628 1.29948 -1.8 2.9 0.3 0.306
H 0.82125 1.58053 2.29925 0.0 0.1 -1.5 0.300
```
Forces are in eV/Å.

---

Entry 4:
The ion C2H3N4S with charge -1 in a non-equilibrium geometry, computed with ωB97M-V/def2-TZVPD.

energy above the lowest of the compared OMol25 structures with the same formula, charge and spin = 288.79 kJ/mol
charge = -1
structure (SMILES) = C/N=N/C(=S)N=[N-]
energy = -18916.13550 eV
HOMO = -2.84 eV
2S+1 = 1

```
10
Properties=species:S:1:pos:R:3:forces:R:3:nbo_charge:R:1
S -3.09216 1.13636 -0.01299 -1.6 0.5 0.3 -0.444
N -0.59105 0.64559 -0.52948 0.2 0.6 0.2 -0.296
N 0.37240 -0.19001 -0.68367 -2.6 -3.1 -0.5 -0.232
N -1.64314 -1.08550 0.63685 3.5 -0.8 -0.9 -0.160
N -0.56758 -1.58899 0.46076 -0.8 0.2 0.0 -0.062
C 1.57943 0.17738 -0.12679 2.4 -2.2 2.5 -0.434
C -1.67289 0.27603 0.02733 -1.3 1.8 -0.6 0.072
H 1.83920 1.16091 -0.50231 0.8 -0.1 -0.2 0.205
H 1.47117 0.24363 1.00195 0.3 0.3 -0.8 0.164
H 2.30462 -0.77541 -0.27165 -1.1 2.7 -0.1 0.188
```
Forces are in eV/Å.

---

Entry 5:
A cluster of 2 separate species, C2H3N4S in total in a non-equilibrium geometry, computed with ωB97M-V/def2-TZVPD.

energy above the lowest of the compared OMol25 structures with the same formula, charge and spin = 425.06 kJ/mol
charge = +1
energy = -18903.78738 eV
HOMO (spin up / spin down) = -11.68 / -11.68 eV
2S+1 = 1

```
10
Properties=species:S:1:pos:R:3:forces:R:3:nbo_charge:R:1
S -4.19471 0.83600 0.03043 -2.5 -0.8 0.1 0.774
N 0.28155 -1.27208 -0.42106 0.6 -0.6 -0.1 0.004
N -1.60636 1.11648 -0.11381 -1.0 -0.9 -0.1 -0.167
N -0.55726 -2.02426 -0.37110 -1.9 -1.0 -0.4 -0.046
N -2.74230 0.90882 0.05404 3.6 1.6 -0.3 -0.103
C 1.22764 -0.52067 -0.19463 0.7 2.1 1.3 -0.076
C 2.47621 -0.28959 0.13255 0.5 -0.9 -1.1 -0.292
H 3.23890 -0.88757 -0.36940 0.2 0.1 0.3 0.214
H 2.82275 0.45562 0.82508 -0.2 0.4 0.0 0.218
H -0.94642 1.67725 0.42791 0.0 -0.1 0.3 0.474
```
Forces are in eV/Å.

---

Entry 6:
An isolated molecule of C2H3N5O in a non-equilibrium geometry, computed with ωB97M-V/def2-TZVPD.

energy above the lowest of the compared OMol25 structures with the same formula, charge and spin = 495.96 kJ/mol
charge = 0
structure (SMILES) = Nn1ncnnc1=O
energy = -11615.68952 eV
HOMO = -10.03 eV
2S+1 = 1

```
11
Properties=species:S:1:pos:R:3:forces:R:3:nbo_charge:R:1
O 1.58324 -1.51150 -0.21315 0.4 0.0 0.6 -0.623
N 0.35505 0.35234 -0.05642 -3.6 3.6 0.1 0.011
N -1.81796 -1.06264 -0.09570 3.3 0.3 2.0 -0.135
N 1.48388 1.00780 -0.13366 4.6 -0.1 1.3 -0.579
N -0.58156 -1.58519 0.12300 -10.0 -5.3 0.0 -0.223
N -0.79039 1.10134 -0.11340 2.4 -2.7 0.9 -0.145
C -1.81906 0.28729 -0.06632 -1.1 -0.2 -2.1 0.115
C 0.48109 -1.00141 -0.03976 5.5 2.1 -1.5 0.607
H -2.75455 0.74538 -0.31436 -0.5 0.2 0.4 0.203
H 1.73424 1.45025 0.74033 -1.2 1.8 0.4 0.367
H 2.12603 0.21634 0.16945 0.2 0.2 -2.1 0.402
```
Forces are in eV/Å.

---

Entry 7:
A cluster of 2 separate species, C2H3N5O in total in a non-equilibrium geometry, computed with ωB97M-V/def2-TZVPD.

energy above the lowest of the compared OMol25 structures with the same formula, charge and spin = 504.78 kJ/mol
charge = 0
energy = -11615.59817 eV
HOMO = -10.28 eV
2S+1 = 1

```
11
Properties=species:S:1:pos:R:3:forces:R:3:nbo_charge:R:1
O 1.89422 0.22551 -0.71216 -1.2 -0.4 1.2 -0.589
N -1.83895 -0.28840 0.06066 -1.0 -0.4 -1.8 -0.305
N -1.06282 0.03446 1.01882 -2.9 -0.6 0.8 0.103
N 0.12824 0.28715 0.77248 3.2 -1.4 -0.8 -0.070
N 1.02958 0.27921 1.90392 2.0 -3.1 -1.9 -0.570
N -0.08649 -0.15602 -1.57939 -2.2 -1.0 -1.5 -0.462
C -1.30370 -0.37583 -1.23644 -0.1 0.9 1.1 0.276
C 0.67808 0.05397 -0.56622 6.1 2.5 2.2 0.677
H 1.42399 -1.07446 2.07908 -1.4 5.0 -0.9 0.339
H 1.84771 0.65835 1.31536 -0.5 -0.8 1.6 0.395
H -1.85865 -0.55159 -2.11666 -1.9 -0.5 -0.1 0.205
```
Forces are in eV/Å.

---

Entry 8:
An isolated molecule of C2H3N5O in a non-equilibrium geometry, computed with ωB97M-V/def2-TZVPD.

energy above the lowest of the compared OMol25 structures with the same formula, charge and spin = 427.35 kJ/mol
charge = 0
structure (SMILES) = [H]/N=C/n1onn/c1=N\[H]
energy = -11616.40065 eV
HOMO = -9.48 eV
2S+1 = 1

```
11
Properties=species:S:1:pos:R:3:forces:R:3:nbo_charge:R:1
O 1.07275 -1.47437 0.05600 0.0 0.6 -0.5 -0.174
N -2.12551 0.10210 -0.05986 0.4 -1.2 0.1 -0.596
N 0.30432 1.93258 0.05337 -0.2 -0.2 -0.3 -0.630
N 2.14854 0.41131 -0.03897 0.7 -1.1 -0.7 -0.205
N 0.13134 -0.44745 -0.01805 -1.3 -0.4 0.0 -0.176
N 2.29646 -0.81609 -0.05199 -0.1 0.7 0.6 0.189
C 0.77294 0.76878 -0.05044 -0.1 0.0 1.0 0.454
C -1.23678 -0.80937 0.00691 0.1 1.0 -0.1 0.244
H -1.40887 -1.88752 0.06710 0.3 0.2 0.0 0.186
H 1.08647 2.57676 0.06013 0.1 0.2 0.0 0.359
H -3.04165 -0.35673 -0.02420 0.2 0.3 0.0 0.350
```
Forces are in eV/Å.

---

Entry 9:
An isolated molecule of C2H3N5O in a non-equilibrium geometry, computed with ωB97M-V/def2-TZVPD.

energy above the lowest of the compared OMol25 structures with the same formula, charge and spin = 178.22 kJ/mol
charge = 0
structure (SMILES) = Nc1nc(=O)nn[nH]1
energy = -11618.98265 eV
HOMO = -9.60 eV
2S+1 = 1

```
11
Properties=species:S:1:pos:R:3:forces:R:3:nbo_charge:R:1
O 2.31499 -1.02714 0.16545 -1.5 0.7 -0.5 -0.524
N 0.20893 1.73085 -0.02205 3.2 -2.8 -0.8 0.063
N -2.28772 -0.80433 -0.07055 -3.1 0.9 0.2 -0.780
N -0.90672 1.03219 0.21440 -2.7 1.1 0.1 -0.420
N 1.27194 1.01027 -0.21154 -1.4 1.7 0.5 -0.247
N -0.05192 -1.08510 -0.10082 2.4 0.6 -0.2 -0.574
C 1.26821 -0.45977 -0.04107 -1.9 -0.3 0.5 0.705
C -1.07417 -0.29065 -0.00168 2.9 -1.0 0.2 0.566
H -3.13724 -0.27360 0.15598 0.9 -0.2 -0.2 0.395
H -1.75898 1.59308 0.15827 0.7 0.1 0.2 0.394
H -2.42951 -1.78706 -0.04748 0.5 -0.6 -0.1 0.424
```
Forces are in eV/Å.

---

Entry 10:
An isolated molecule of C2H3N5O in a non-equilibrium geometry, computed with ωB97M-V/def2-TZVPD.

energy above the lowest of the compared OMol25 structures with the same formula, charge and spin = 643.46 kJ/mol
charge = 0
structure (SMILES) = N/N=c1\cnonn1
energy = -11614.16082 eV
HOMO = -9.24 eV
2S+1 = 1

```
11
Properties=species:S:1:pos:R:3:forces:R:3:nbo_charge:R:1
O 0.69817 1.72350 1.10632 -0.1 0.2 -0.3 -0.269
N -0.73929 -2.42741 -0.69543 -2.8 -3.4 -0.4 -0.591
N -0.25578 0.95235 -0.79537 -2.0 1.9 -3.3 -0.160
N 1.08203 0.45930 1.31251 1.9 2.8 3.0 -0.071
N -0.95338 -1.18918 -1.11965 -1.1 0.3 -2.2 -0.162
N 0.09530 1.96179 -0.27574 0.4 -0.9 0.8 0.203
C -0.37648 -0.36564 -0.42842 4.1 3.4 4.3 0.208
C 0.58848 -0.48667 0.72691 -2.0 -6.5 -2.4 -0.058
H 0.95335 -1.57198 1.00554 -0.3 2.4 -0.4 0.199
H -1.62967 -2.92328 -0.92835 1.3 -0.1 -0.3 0.364
H -0.78327 -2.47691 0.29715 0.6 -0.1 1.3 0.338
```
Forces are in eV/Å.

---

Entry 11:
A cluster of 2 separate species, C2H3NO in total in a non-equilibrium geometry, computed with ωB97M-V/def2-TZVPD.

energy above the lowest of the compared OMol25 structures with the same formula, charge and spin = 234.88 kJ/mol
charge = 0
energy = -5657.47038 eV
HOMO = -9.73 eV
2S+1 = 1

```
7
Properties=species:S:1:pos:R:3:forces:R:3:nbo_charge:R:1
O 1.31288 0.96846 -0.00267 0.3 0.0 0.0 -0.523
N -1.86980 0.16054 -0.70012 -0.1 2.2 -1.0 -0.719
C 1.34793 -0.11216 0.50707 -0.6 -1.5 1.4 0.265
C -1.43947 -0.85154 -0.33380 -0.4 -0.5 0.1 0.272
H -1.97481 1.11705 -1.10528 0.1 -1.7 0.8 0.466
H 2.15780 -0.38252 1.36175 -1.4 0.4 -1.8 0.100
H 0.46548 -0.89983 0.27304 2.2 1.2 0.6 0.139
```
Forces are in eV/Å.

---

Entry 12:
An isolated molecule of C2H3NO in a non-equilibrium geometry, computed with ωB97M-V/def2-TZVPD.

energy above the lowest of the compared OMol25 structures with the same formula, charge and spin = 475.03 kJ/mol
charge = 0
energy = -5654.98140 eV
HOMO (spin up / spin down) = -8.23 / -8.97 eV
2S+1 = 1

```
7
Properties=species:S:1:pos:R:3:forces:R:3:nbo_charge:R:1
O -0.36529 0.78590 -1.08656 -0.6 -0.3 -1.0 -0.242
N 0.24669 1.38726 -0.00332 -0.3 -1.7 -0.2 -0.135
C -0.33151 -0.49851 -0.68103 1.1 2.4 1.5 0.085
C 0.30374 0.02129 0.58775 -0.1 -0.2 -0.1 -0.385
H -0.32413 -0.05743 1.47212 -0.1 0.0 0.1 0.240
H 1.30835 -0.31222 0.83003 0.2 -0.1 0.0 0.236
H -0.83785 -1.32628 -1.11899 -0.3 -0.2 -0.3 0.199
```
Forces are in eV/Å.